[1]
Molecular formula: C9H12O2
Method: DFT, ωB97M-V with the def2-TZVPD basis set

Atoms and positions in Å:
C -2.0931 -0.4154 0.1267
C -1.3325 0.3796 1.2200
C -1.8806 0.0051 -1.3088
C -1.3577 -1.1312 -0.9073
C 1.0426 -0.4012 1.1875
C -0.1129 0.3923 1.6603
C 1.6848 0.3035 -0.0514
C -0.1528 -2.3922 -2.4962
C 1.8553 2.5463 1.0804
O -0.7972 -2.3030 -1.2543
O 1.9638 1.5470 -0.0732
H -3.0206 -0.5764 0.4520
H -2.0475 0.9736 1.7238
H -1.8732 0.8854 -1.9730
H 1.8338 -0.5986 1.8825
H 0.7322 -1.3898 0.7068
H 0.2307 1.1047 2.4829
H -0.8992 -2.2120 -3.1873
H 0.1571 -3.4062 -2.5356
H 0.6033 -1.6518 -2.4913
H 1.9474 2.0806 2.0184
H 0.8237 3.0337 0.8109
H 2.6926 3.2260 0.9261

Values from the calculation:
Energy relative to the best compared isomer or geometry (same formula, charge and spin)   8.1806 eV


[2]
Molecular formula: C4H5NO2
Method: DFT, ωB97M-V with the def2-TZVPD basis set

Atoms and positions in Å:
C 0.2627 -1.1256 -0.7081
C 1.1588 -0.8624 0.2476
O 1.1152 0.1894 1.0691
C -0.0621 1.0618 1.0560
O -0.6755 1.6891 0.1747
N -1.3087 1.0611 -0.8237
C -0.8723 -0.1859 -1.0093
H 0.3476 -1.9092 -1.4126
H 1.8026 -1.5890 0.4764
H 0.2207 1.7329 1.7318
H -0.7483 0.4172 1.4403
H -1.2407 -0.4795 -2.2419

Values from the calculation:
Energy relative to the best compared isomer or geometry (same formula, charge and spin)   5.9052 eV
SMILES   C1=COCON=C1


[3]
Molecular formula: C13H17Br12NO3
Method: DFT, ωB97M-V with the def2-TZVPD basis set

Atoms and positions in Å:
C -0.5455 1.2145 0.8228
O 0.2191 0.0940 0.4312
C -0.5761 -1.0303 0.0900
C 0.0413 -2.2952 0.7082
O 1.4427 -2.2418 0.4043
C 1.9991 -3.5167 0.1535
O 3.2071 -3.6081 0.8786
C -0.1560 -2.3369 2.2224
C -1.1655 -1.6218 2.8423
C -1.2179 -1.7128 4.2027
C -0.3436 -2.4555 4.9378
N 0.6073 -3.1774 4.3552
C 0.6565 -3.0867 3.0387
H 0.0617 2.1179 0.8135
H -1.4090 1.4011 0.1719
H -0.9255 1.0666 1.8415
H -0.5805 -1.0986 -1.0084
H -1.6173 -0.8936 0.3867
H -0.4310 -3.1599 0.2336
H 2.2553 -3.6574 -0.9010
H 1.3412 -4.2998 0.5425
H 3.3271 -2.7796 1.3544
H -1.8730 -1.0308 2.2877
H -1.9923 -1.1634 4.7287
H -0.4154 -2.4701 6.0184
H 1.4320 -3.6719 2.5527
C 1.1865 0.4328 -3.2723
Br 2.8467 1.3006 -3.6936
Br -0.1751 0.8178 -4.5787
Br 1.3876 -1.4590 -2.9984
H 0.8475 0.8484 -2.3308
C 3.7809 4.8008 -1.4338
Br 3.7399 5.2102 -3.3152
Br 2.0723 4.1600 -0.8151
Br 5.1820 3.5499 -1.0075
H 4.0039 5.7199 -0.9115
C -3.4962 -1.0310 -3.1211
Br -3.7862 -2.3845 -1.7796
Br -5.0122 -0.8446 -4.2912
Br -2.9953 0.6496 -2.3308
H -2.6611 -1.3568 -3.7275
C -2.1717 5.0389 -0.9247
Br -2.1666 4.2943 0.8527
Br -1.0412 6.5933 -1.0463
Br -1.7014 3.7155 -2.2487
H -3.1822 5.3581 -1.1356


[4]
Molecular formula: CH3NO4S2
Method: DFT, ωB97M-V with the def2-TZVPD basis set

Atoms and positions in Å:
C -2.6078 -0.8538 0.6537
N 1.7548 0.8615 -0.4535
O -1.8787 -1.0340 -0.8258
O -0.7714 1.1052 -0.3078
O 0.1690 -0.9824 0.6059
O 2.9137 -0.9538 0.6606
S -1.0764 -0.2301 0.1969
S 1.8896 -0.7221 -0.3137
H -3.3254 -0.0085 0.4676
H 0.9276 1.2309 -0.8791
H 2.0049 1.5871 0.1953

Values from the calculation:
Energy relative to the best compared isomer or geometry (same formula, charge and spin)   2.3319 eV


[5]
Molecular formula: C9H22N2Si
Method: DFT, ωB97M-V with the def2-TZVPD basis set

Atoms and positions in Å:
C -1.9935 1.8632 -0.5867
C -1.6605 0.6248 -1.4195
C -0.9786 -0.4325 -0.5818
C -1.6748 -1.2679 0.1985
C -1.0273 -2.3027 1.0648
C -3.1730 -1.2516 0.3361
Si 0.9084 -0.4238 -0.6191
N 1.4547 0.5896 -1.9089
N 1.5563 -2.5694 -0.8973
C 1.8450 0.0738 0.9684
C 1.5265 1.5083 1.3827
C 3.3520 -0.1105 0.8050
H -2.5999 1.5947 0.2750
H -1.0770 2.3293 -0.2303
H -2.5411 2.5909 -1.1836
H -2.5766 0.2286 -1.8597
H -1.0076 0.9248 -2.2370
H 0.0271 -2.4158 0.8397
H -1.5149 -3.2668 0.9219
H -1.1445 -2.0311 2.1146
H -3.6708 -0.7549 -0.4907
H -3.5543 -2.2692 0.4087
H -3.4486 -0.7335 1.2556
H 2.3617 1.0205 -1.8264
H 1.2837 0.3109 -2.8615
H 0.8272 -2.9779 -1.4729
H 2.3779 -2.5096 -1.4900
H 1.5239 -0.5853 1.7779
H 1.7757 2.2081 0.5875
H 0.4663 1.6185 1.6114
H 2.0978 1.7846 2.2679
H 3.7459 0.5573 0.0404
H 3.5716 -1.1342 0.5185
H 3.8692 0.1093 1.7390

Values from the calculation:
Energy relative to the best compared isomer or geometry (same formula, charge and spin)   0.0000 eV
SMILES   CCC(=C(C)C)[Si](N)(N)C(C)C


[6]
Molecular formula: C14H48N10O10
Method: DFT, ωB97M-V with the def2-TZVPD basis set

Atoms and positions in Å:
N -2.9784 0.6074 -4.6726
C -2.2313 0.9658 -3.5961
N -2.0171 -0.0282 -2.6934
O -1.8724 2.1220 -3.3765
H -3.1435 -0.3579 -4.8891
H -3.1407 1.2547 -5.4216
H -1.3698 0.1718 -1.9455
H -2.1552 -0.9874 -2.9584
N 4.6146 2.2784 1.5881
C 4.5638 0.9183 1.5722
N 3.3656 0.3067 1.3436
O 5.5849 0.2683 1.7984
H 3.8828 2.8968 1.2953
H 5.5473 2.6506 1.6097
H 3.5494 -0.6730 1.5089
H 2.5114 0.8163 1.4510
N -1.8645 4.4119 -1.7891
C -2.2399 3.9748 -0.5710
N -2.5006 4.9715 0.3439
O -2.4172 2.7910 -0.2762
H -1.8866 5.4002 -1.9494
H -1.8241 3.7198 -2.5363
H -2.5293 5.9242 0.0346
H -2.8491 4.7235 1.2485
N -0.7143 -2.6889 1.8860
C 0.4641 -3.0089 2.4726
N 0.4624 -4.2433 3.1084
O 1.5131 -2.3939 2.3128
H -0.7389 -1.9502 1.2007
H -1.5388 -3.1924 2.1472
H -0.3958 -4.6751 3.3969
H 1.2775 -4.3448 3.6932
N -5.7011 -1.3708 0.4711
C -4.4389 -1.1847 -0.0495
N -3.9785 0.0962 -0.0018
O -3.8811 -2.0982 -0.6433
H -6.2094 -0.6516 0.9522
H -6.2452 -2.1727 0.2178
H -3.0787 0.2166 -0.4420
H -4.1964 0.7068 0.7639
C -0.9844 -4.1497 -1.3997
C 0.2982 -4.9991 -1.2875
O 1.3489 -4.4113 -2.0304
H -1.6671 -4.4341 -0.5943
H -1.5271 -4.2841 -2.3387
H -0.7928 -3.0755 -1.3648
H 0.0456 -5.9791 -1.6982
H 0.5415 -5.0719 -0.2236
H 1.9458 -3.9819 -1.4027
C -2.7419 1.3605 3.4829
C -1.2014 1.3689 3.3738
O -0.7152 1.6638 4.6924
H -3.1729 2.3513 3.6175
H -3.0561 0.7525 4.3406
H -3.2454 0.8125 2.6814
H -0.8091 2.1025 2.6698
H -0.9062 0.3748 3.0225
H -1.4502 1.5414 5.2922
C 4.8922 -2.1037 -1.2637
C 4.4655 -3.0090 -0.1314
O 3.0390 -2.9391 -0.0987
H 4.4194 -2.3553 -2.2101
H 5.9738 -2.1575 -1.4390
H 4.8075 -1.0583 -0.9621
H 4.8599 -2.6347 0.8195
H 4.7764 -4.0501 -0.2683
H 2.6960 -3.4721 0.6291
C 1.7557 3.5312 -2.0863
C 1.6546 4.1722 -0.7029
O 2.9058 4.7398 -0.3074
H 1.0604 2.6847 -2.1137
H 2.7148 3.0385 -2.2402
H 1.4463 4.2078 -2.8777
H 1.4436 3.3936 0.0382
H 0.8507 4.9097 -0.7006
H 3.0198 4.6988 0.6428
C 0.6279 -0.1713 -0.8316
O -0.5749 0.1695 -0.1291
H 0.4741 -0.0760 -1.9095
H 1.4791 0.4511 -0.5533
H 0.8779 -1.2019 -0.5860
H -0.7757 1.1186 -0.1563

Values from the calculation:
Energy relative to the best compared isomer or geometry (same formula, charge and spin)   2.0090 eV
SMILES   NC(N)=O.NC(N)=O.NC(N)=O.NC(N)=O.NC(N)=O.CCO.CCO.CCO.CCO.CO


| no. | E_HOMO (eV) | Kohn-Sham gap (eV) | maximum force (hartree/bohr) |
| --- | --- | --- | --- |
| 1 | -7.39 | 8.224 | 0.105 |
| 2 | -9.10 | 9.525 | 0.144 |
| 3 | -9.55 | 9.230 | 0.045 |
| 4 | -8.89 | 8.051 | 0.041 |
| 5 | -8.45 | 9.186 | 0.069 |
| 6 | -9.48 | 9.871 | 0.031 |